(1)
67
Properties=species:S:1:pos:R:3:forces:R:3 method="wB97M-V/def2-TZVPD" e_tot_ha=-3492.417833 orbital_gap_ev=7.32 relative_energy_kj_mol=40.9 e_lumo_ev=0.19
K 0.100452 0.301049 -0.692267 0.12 0.32 0.60
C 3.178432 1.956010 1.134014 -0.47 -1.11 0.78
O 2.644510 3.172879 1.676397 -0.42 0.43 -0.27
O 2.286215 1.339766 0.415046 -0.59 -0.25 -1.18
C 4.483210 2.288775 0.391416 0.40 0.43 0.20
F 4.358884 3.312169 -0.478486 0.11 -0.33 0.18
F 5.461908 2.641920 1.288463 -0.13 -0.10 -0.51
F 4.985505 1.238881 -0.296139 -0.13 0.13 0.08
C 3.292062 3.854974 2.719923 0.41 -0.35 -0.17
C 2.421473 5.004213 3.151745 0.26 0.74 0.15
H 2.518493 5.868993 2.490705 -0.04 -0.18 -0.20
H 1.364708 4.745624 3.188717 0.02 -0.17 0.17
H 2.775495 5.355892 4.125501 -0.26 -0.06 0.08
H 4.267002 4.215576 2.375464 -0.04 0.14 0.24
H 3.485599 3.188623 3.576599 -0.06 -0.11 -0.11
H 3.461788 1.293375 1.995263 0.59 0.48 0.21
C 0.761302 1.357705 3.371668 0.19 -0.79 -0.57
O -0.546635 0.800556 3.679190 -0.26 0.16 0.24
P -1.765224 1.411695 2.884797 0.67 0.29 0.08
O -1.666437 1.230238 1.437773 -0.06 0.06 -0.37
O -3.032597 0.773438 3.578110 0.05 0.11 -0.13
C -3.717561 -0.294779 2.946791 -0.90 -0.97 -0.09
O -1.814245 2.935749 3.335306 -0.15 -0.37 -0.21
C -2.674551 3.421852 4.347428 -0.51 0.81 0.52
H 1.375961 1.193797 4.249762 -0.05 0.39 0.17
H 0.700852 2.384858 3.022855 0.04 0.11 0.36
H 1.204335 0.790773 2.548212 -0.14 0.07 -0.01
H -3.473612 -1.239910 3.436602 0.21 0.10 -0.02
H -3.542220 -0.395379 1.875042 0.45 0.30 0.06
H -4.796327 -0.161285 3.067894 0.14 0.30 0.18
H -2.216222 4.294351 4.815169 0.27 -0.14 -0.12
H -2.904494 2.705687 5.133686 0.15 -0.22 -0.13
H -3.615108 3.784811 3.923622 0.04 -0.26 -0.16
C -4.883670 -1.959824 -3.603419 -0.92 0.08 -0.32
O -4.106707 -1.148156 -2.728087 0.02 0.41 -0.30
P -3.356204 -1.832093 -1.519199 0.74 -0.38 0.57
O -2.419165 -0.936569 -0.839803 0.03 0.31 -0.44
O -2.748047 -3.171434 -2.078585 0.20 -0.25 -0.23
C -1.595352 -3.142566 -2.948868 -0.05 0.09 0.13
O -4.445802 -2.456320 -0.567661 -0.47 -0.12 -0.25
C -5.624138 -1.706957 -0.277692 -0.24 0.46 0.46
H -5.466484 -1.339126 -4.286654 0.32 0.41 0.22
H -5.633957 -2.502279 -3.025088 0.28 -0.42 -0.10
H -4.271189 -2.599397 -4.233413 0.12 -0.25 0.31
H -0.857165 -3.843936 -2.570554 -0.07 -0.06 0.07
H -1.136522 -2.155662 -2.969924 -0.03 0.02 -0.03
H -1.907491 -3.446809 -3.946236 -0.01 0.04 -0.01
H -6.445409 -1.973385 -0.943070 0.10 -0.14 -0.03
H -5.463818 -0.627194 -0.341046 0.14 -0.09 -0.09
H -5.906995 -1.924147 0.750451 -0.01 -0.15 -0.06
C 2.197805 -1.037460 -5.206101 0.54 1.00 0.15
O 1.721389 -2.129443 -4.437516 -0.15 -0.49 -0.05
P 2.123652 -2.372938 -2.938123 0.99 0.55 -0.52
O 1.299841 -1.696089 -1.941700 -0.48 0.28 0.44
O 3.661961 -1.996591 -2.891575 -0.27 0.19 0.21
C 4.159970 -1.150126 -1.839065 0.38 0.73 0.38
O 2.100751 -3.928973 -2.881487 -0.32 -0.87 -0.47
C 2.358798 -4.578392 -1.641455 0.25 0.32 0.86
H 3.039934 -0.515922 -4.740304 0.01 -0.36 0.19
H 1.429799 -0.269404 -5.296679 -0.24 -0.30 -0.28
H 2.558465 -1.395084 -6.165211 -0.33 -0.11 -0.11
H 3.404750 -0.480312 -1.425554 -0.19 -0.32 0.08
H 4.931510 -0.485635 -2.225154 0.05 -0.30 -0.34
H 4.604887 -1.759064 -1.053936 -0.13 -0.05 0.01
H 2.989163 -5.449209 -1.791801 -0.12 -0.06 -0.32
H 1.427794 -4.855330 -1.149758 -0.06 -0.06 -0.16
H 2.894695 -3.907049 -0.961998 -0.04 -0.06 -0.04



(2)
24
Properties=species:S:1:pos:R:3:forces:R:3 method="wB97M-V/def2-TZVPD" e_tot_ha=-1089.371473 orbital_gap_ev=7.89 relative_energy_kj_mol=209.4 e_lumo_ev=-0.18
C -3.324343 0.344452 1.093706 1.57 -0.78 3.03
C -2.141729 -0.072018 1.626944 0.92 0.99 -0.59
C -3.535107 0.394480 -0.293630 0.02 0.90 -0.26
C -0.922732 -0.317441 0.702827 0.40 -1.86 1.34
C -2.520978 0.273856 -1.146644 -2.31 0.23 -3.07
C -1.214933 -0.052389 -0.708114 1.23 -0.60 -3.17
C -0.297230 -0.146014 -1.709784 0.57 -1.15 2.19
C 3.631162 -0.042664 0.061206 -0.84 -1.83 1.46
C 2.325386 0.578749 0.321591 0.64 0.47 1.10
N 1.440381 -0.138729 0.946510 0.66 0.30 -1.98
O 0.244710 0.515537 0.991304 -1.68 0.65 1.96
O 1.599730 -1.330440 1.235244 -0.81 -0.23 0.58
O 3.473262 -0.750930 -1.149140 1.30 -0.24 -0.36
Cl 2.160194 2.272650 0.071556 -0.23 -0.34 -0.12
H -4.200455 0.689638 1.674538 0.85 -0.62 0.21
H -1.835274 -0.142289 2.670235 -0.69 0.17 -0.05
H -4.521150 0.766558 -0.386656 -0.87 0.04 -1.78
H -0.486615 -1.368494 0.914621 -1.04 1.32 -0.62
H -2.695117 0.407466 -2.305766 0.45 -0.21 2.54
H 0.725975 -0.430370 -1.529828 0.33 0.09 0.47
H -0.491331 -0.295297 -2.731578 -0.97 0.73 -1.20
H 3.912499 -0.749241 0.905797 -0.46 0.76 -0.84
H 4.323905 0.734271 0.062918 1.59 1.23 -0.58
H 4.349784 -1.141331 -1.317850 -0.62 -0.01 -0.26



(3)
62
Properties=species:S:1:pos:R:3:forces:R:3 method="wB97M-V/def2-TZVPD" charge=+1 e_tot_ha=-1084.191540 orbital_gap_ev=10.34 relative_energy_kj_mol=15.7 e_lumo_ev=-2.20
O -0.286581 0.196548 -0.017661 -0.19 1.05 -0.35
H 0.619419 0.430548 -0.435661 -1.24 -0.38 0.14
H -0.350581 0.805548 0.754339 0.95 0.31 1.30
H -1.119581 0.629548 -0.437661 0.82 -0.20 -1.38
C 1.489419 -1.056452 -2.888661 -4.63 -1.53 -0.48
C 0.849419 -2.439452 -3.169661 4.93 1.06 4.79
O 1.907419 -3.265452 -3.416661 2.13 -1.56 0.17
O 0.274419 -0.252452 -2.797661 0.30 1.17 -3.27
H 2.177419 -0.715452 -3.604661 0.60 0.20 -1.55
H 1.975419 -1.007452 -2.002661 1.24 -0.05 3.07
H 0.390419 -2.385452 -3.979661 -4.44 1.33 -7.53
H 0.122419 -2.892452 -2.547661 -0.46 0.27 2.00
H 1.549419 -4.128452 -3.558661 0.15 -1.05 -0.24
H 0.041419 -0.162452 -3.807661 0.20 0.09 3.09
C -3.114581 -0.719452 -1.870661 0.22 -0.04 0.80
C -3.532581 0.605548 -1.125661 0.44 -1.36 -1.00
C -4.147581 0.401548 0.277339 0.08 0.97 0.89
O -2.400581 1.459548 -1.165661 0.82 2.23 0.51
H -2.565581 -0.568452 -2.800661 0.41 0.81 0.28
H -4.006581 -1.198452 -2.326661 0.33 -0.42 1.29
H -2.401581 -1.329452 -1.188661 -1.67 0.48 -1.14
H -4.151581 1.182548 -1.798661 -1.42 -0.60 0.18
H -3.647581 -0.220452 1.089339 -0.29 -0.10 -1.77
H -5.178581 0.072548 0.058339 0.40 -0.04 0.70
H -4.167581 1.363548 0.872339 -0.42 -0.51 -1.16
H -2.756581 2.387548 -1.353661 1.28 -1.87 0.69
C 1.672419 2.683548 -1.775661 2.76 3.33 0.72
C 2.980419 1.912548 -1.392661 -0.71 -0.71 -1.55
C 4.137419 2.818548 -0.972661 -0.28 -4.39 3.13
O 2.636419 1.022548 -0.342661 0.74 -1.70 1.03
H 1.959419 3.621548 -2.445661 -0.71 -1.83 1.61
H 0.984419 2.961548 -0.954661 0.88 0.29 0.07
H 1.114419 2.073548 -2.346661 -1.92 -2.19 -2.28
H 3.120419 1.217548 -2.328661 0.64 1.57 1.43
H 4.984419 2.359548 -0.361661 -0.65 -0.44 -1.65
H 3.838419 3.387548 -0.166661 -1.45 2.09 1.23
H 4.455419 3.321548 -1.755661 1.82 2.71 -3.46
H 3.424419 0.415548 -0.169661 -1.56 1.28 -0.34
C -1.954581 2.706548 3.412339 8.06 3.39 -0.93
C -0.501581 1.988548 3.178339 -2.80 -0.43 0.66
C -0.599581 0.453548 3.399339 -2.18 -0.54 -1.35
O -0.184581 2.162548 1.808339 0.01 -2.37 -0.24
H -2.659581 2.240548 2.900339 -3.18 -1.65 -2.55
H -1.570581 3.801548 3.071339 -2.09 -2.19 0.93
H -2.029581 2.599548 4.419339 -0.96 0.38 3.04
H 0.259419 2.496548 3.837339 -0.69 -0.74 -0.62
H -1.178581 0.109548 4.265339 -0.40 0.81 -0.05
H 0.335419 0.074548 3.679339 1.64 -0.81 -0.50
H -1.137581 -0.185452 2.484339 1.72 1.91 2.14
H 0.081419 3.031548 1.647339 0.66 2.17 -0.50
C 1.036419 -2.622452 2.810339 -3.06 1.15 3.81
C 1.044419 -3.247452 1.448339 2.10 3.02 -0.76
C -0.233581 -3.726452 0.967339 -2.80 -0.39 -1.73
O 1.361419 -2.123452 0.501339 2.90 -0.19 0.17
H 1.745419 -1.773452 3.175339 -0.69 -1.92 -1.26
H 1.052419 -3.488452 3.507339 0.54 0.68 0.10
H -0.067581 -2.149452 3.179339 2.70 -1.18 -1.60
H 1.730419 -4.109452 1.502339 0.47 0.66 -0.74
H -0.480581 -4.575452 1.650339 -0.48 0.40 -1.03
H -0.247581 -3.962452 -0.191661 0.41 -0.15 2.52
H -1.014581 -2.907452 1.020339 0.73 -0.91 0.37
H 2.336419 -1.782452 0.582339 -2.71 -1.36 0.14



(4)
20
Properties=species:S:1:pos:R:3:forces:R:3 method="wB97M-V/def2-TZVPD" e_tot_ha=-345.111145 smiles=CN1[C@@H]2CNC[C@]21C orbital_gap_ev=8.86 relative_energy_kj_mol=569.0 e_lumo_ev=1.01
C 2.405333 -0.406882 0.367113 2.74 -2.94 -0.64
C 0.170446 -1.000387 -0.274620 -0.62 0.36 -1.57
C -1.205825 -0.897401 -0.866351 -1.05 -1.35 -3.02
C -0.982091 0.253049 1.253399 0.33 2.33 -2.95
C 0.299575 0.507445 0.179603 -3.56 2.13 0.97
C -0.036642 1.848549 -0.486427 -1.67 -2.41 -3.53
H 2.813999 0.563295 0.494458 0.85 0.62 0.54
H 3.184014 -1.125443 -0.087081 -0.84 1.18 0.37
H 2.170594 -0.907467 1.319225 -0.38 0.45 -0.02
H 0.232793 -1.683900 0.586810 0.08 0.33 -0.27
H -1.837069 -1.813756 -1.154938 1.40 0.51 0.50
H -1.228923 -0.338434 -1.881121 0.31 -0.25 1.68
H -2.713543 -0.765563 0.528958 -0.72 -0.46 0.57
H -1.505928 1.188544 1.536745 1.16 -0.32 0.60
H -0.672091 -0.368214 2.004915 0.21 -1.62 2.16
H -1.066884 2.246163 -0.537968 0.22 -0.74 0.36
H 0.316117 1.800068 -1.545304 -0.46 -0.09 0.43
H 0.535607 2.610149 -0.142078 1.99 2.17 1.85
N 1.326818 -0.189427 -0.525288 -0.68 -0.70 1.64
N -1.917312 -0.272241 0.216871 0.68 0.80 0.33